Molecular formula: C5H9FN2
Method: DFT, the ωB97M-V functional and the def2-TZVPD basis

Computed properties:
**ΔE to the lowest compared entry with this formula, charge and spin**: 0.00 kcal per mole
**Net charge**: +2
**E**: -404.4087 hartree

Last column: Löwdin charge in e.
CARTESIAN COORDINATES (ANGSTROEM)
C (-3.97, 1.14, 0.27)  0.430
N (-2.97, 0.56, 0.15)  0.224
C (-1.82, -0.08, -0.19)  -0.196
F (-1.78, -1.11, -0.90)  0.231
C (-0.26, 0.49, 0.28)  0.177
N (0.83, -0.42, -0.09)  -0.182
C (1.51, 0.00, -1.38)  0.065
C (1.80, -0.51, 1.11)  0.040
H (-4.76, 1.61, 0.75)  0.141
H (-0.21, 1.34, 1.01)  0.157
H (0.42, -1.40, -0.22)  0.212
H (0.74, 0.32, -2.04)  0.101
H (2.34, 0.71, -1.17)  0.149
H (1.80, -0.93, -1.77)  0.100
H (1.34, -1.00, 1.92)  0.093
H (2.76, -1.04, 0.73)  0.159
H (2.24, 0.34, 1.55)  0.100